1.
This record from the OMol25 dataset describes C29H59K2O22 as an isolated structure. The level of theory is wB97M-V/def2-TZVPD.

```
112
Properties=species:S:1:pos:R:3
K 4.093 1.198 -2.052
K 1.502 -0.131 -4.634
C 0.240 0.687 -0.869
O 1.262 0.463 -1.706
H -0.403 -0.156 -0.616
H 0.590 1.199 0.027
H -0.493 1.362 -1.310
C 8.292 0.315 1.558
C 7.451 -0.266 0.450
O 6.240 -0.795 1.001
C 5.256 -1.163 0.231
O 5.270 -1.308 -0.987
O 4.212 -1.407 1.038
C 3.037 -1.903 0.429
H 9.217 0.587 1.049
H 8.515 -0.290 2.436
H 7.682 1.133 1.941
H 7.994 -1.049 -0.077
H 7.323 0.507 -0.308
H 2.941 -1.722 -0.641
H 2.116 -1.513 0.863
H 2.993 -2.968 0.660
C 3.584 1.808 3.571
C 2.843 1.884 2.226
O 3.120 3.145 1.584
C 4.236 3.248 0.809
O 4.990 2.324 0.527
O 4.190 4.371 0.192
C 5.192 4.881 -0.658
H 3.501 0.882 4.140
H 3.353 2.619 4.261
H 4.666 1.832 3.439
H 1.789 1.897 2.504
H 3.111 1.041 1.589
H 5.071 5.962 -0.729
H 5.150 4.429 -1.649
H 6.173 4.673 -0.230
C -1.362 -2.597 3.109
C -0.457 -1.440 2.687
O 0.911 -1.690 3.097
C 1.335 -1.382 4.327
O 0.665 -0.878 5.189
O 2.567 -1.912 4.470
C 3.224 -1.788 5.768
H -1.341 -2.816 4.177
H -1.299 -3.549 2.582
H -2.401 -2.271 3.077
H -0.764 -0.485 3.114
H -0.374 -1.263 1.615
H 3.378 -0.721 5.927
H 4.227 -2.177 5.592
H 2.646 -2.354 6.499
C -4.399 -6.106 2.009
C -5.194 -5.217 1.064
O -4.748 -3.830 1.221
C -3.715 -3.310 0.533
O -2.980 -3.912 -0.228
O -3.752 -1.973 0.812
C -3.060 -1.065 -0.031
H -3.354 -5.799 1.972
H -4.402 -7.170 1.774
H -4.729 -5.978 3.040
H -6.254 -5.195 1.317
H -5.010 -5.577 0.052
H -3.493 -1.102 -1.031
H -2.026 -1.370 -0.191
H -3.077 -0.086 0.449
C -5.061 -2.608 -5.913
C -3.921 -1.771 -5.331
O -3.337 -2.384 -4.196
C -1.995 -2.316 -3.900
O -1.114 -1.615 -4.390
O -1.788 -3.126 -2.899
C -0.474 -3.155 -2.254
H -5.927 -2.607 -5.250
H -4.735 -3.643 -6.020
H -5.326 -2.323 -6.931
H -4.301 -0.802 -5.008
H -3.188 -1.710 -6.135
H -0.441 -2.229 -1.679
H 0.347 -3.163 -2.971
H -0.380 -3.949 -1.514
C -4.078 5.263 5.794
C -3.032 4.284 5.267
O -2.696 4.553 3.950
C -1.691 3.962 3.402
O -1.184 2.828 3.706
O -1.206 4.745 2.409
C -0.117 4.282 1.521
H -4.945 5.321 5.136
H -3.637 6.237 5.582
H -4.385 5.089 6.825
H -3.372 3.249 5.308
H -2.100 4.471 5.800
H -0.067 5.058 0.757
H -0.354 3.301 1.106
H 0.713 4.251 2.225
C -3.183 1.553 -3.260
C -2.101 1.769 -4.360
O -2.479 1.043 -5.538
C -1.706 0.986 -6.615
O -0.566 1.502 -6.724
O -2.391 0.426 -7.579
C -1.901 0.469 -8.924
H -3.603 0.547 -3.265
H -4.088 2.154 -3.349
H -2.790 1.743 -2.261
H -1.069 1.518 -4.112
H -2.005 2.836 -4.562
H -2.350 -0.343 -9.496
H -0.846 0.195 -8.900
H -2.194 1.348 -9.498
```

HOMO level, eV: -9.7
Orbital gap, eV: 6.32
Relative energy (zero: lowest compared OMol25 entry of this formula, charge and spin), kJ/mol: 0.0
Total charge: +1



2.
This record from the OMol25 dataset describes a 4-piece molecular cluster, C29H59N2O8 overall. The level of theory is wB97M-V/def2-TZVPD.

```
98
Properties=species:S:1:pos:R:3
C 0.081 -4.533 3.769
C 0.723 -4.033 2.400
C -0.344 -3.813 1.262
O -0.234 -2.477 0.796
C -1.311 -1.663 1.252
C -1.092 -0.142 0.919
C -2.520 0.413 0.528
C -3.494 0.582 1.735
C -4.402 -0.658 2.038
C -5.793 -0.637 1.273
N -6.159 -1.961 0.746
C -0.463 0.624 2.131
C 1.098 0.540 2.259
C 1.396 -0.149 3.659
C 1.657 2.000 2.383
N 1.759 -0.302 1.246
O 3.033 -0.329 1.384
C 1.340 -0.037 -0.139
C 1.842 -1.278 -0.991
C 2.068 1.198 -0.796
C -0.201 0.077 -0.353
H -0.980 -4.798 3.598
H 0.191 -3.738 4.525
H 0.641 -5.449 4.047
H 1.208 -3.054 2.567
H 1.528 -4.721 2.068
H -1.377 -4.069 1.580
H -0.071 -4.511 0.439
H -1.467 -1.853 2.336
H -2.217 -1.978 0.677
H -2.347 1.401 0.051
H -2.965 -0.230 -0.266
H -3.015 0.890 2.681
H -4.191 1.412 1.465
H -3.914 -1.639 1.900
H -4.658 -0.596 3.124
H -6.562 -0.308 1.992
H -5.695 0.056 0.413
H -6.052 -2.672 1.459
H -5.598 -2.187 -0.066
H -0.910 0.180 3.049
H -0.808 1.677 2.107
H 2.425 0.151 3.940
H 1.244 -1.241 3.629
H 0.729 0.344 4.398
H 2.753 2.055 2.268
H 1.339 2.390 3.374
H 1.114 2.624 1.638
H 2.880 -1.113 -1.363
H 1.868 -2.205 -0.390
H 1.216 -1.391 -1.899
H 1.644 2.150 -0.418
H 3.165 1.139 -0.701
H 1.830 1.116 -1.881
H -0.575 -0.556 -1.182
H -0.397 1.126 -0.686
O -1.441 -0.678 -3.290
C -1.186 -1.190 -4.347
O -0.249 -2.145 -4.405
C 0.008 -2.944 -5.565
C 0.958 -2.246 -6.515
C -1.832 -0.713 -5.620
H -0.925 -3.241 -6.048
H 0.471 -3.860 -5.199
H 0.537 -1.313 -6.892
H 1.190 -2.889 -7.366
H 1.888 -1.993 -6.004
H -1.295 0.161 -5.987
H -2.861 -0.433 -5.397
H -1.880 -1.468 -6.401
O 5.186 2.606 2.373
C 5.927 1.659 2.324
O 6.932 1.565 3.210
C 7.752 0.403 3.358
C 8.900 0.409 2.371
C 5.805 0.631 1.235
H 7.153 -0.508 3.299
H 8.148 0.446 4.373
H 8.543 0.384 1.340
H 9.550 -0.453 2.532
H 9.491 1.320 2.481
H 6.316 0.992 0.342
H 4.745 0.492 1.015
H 6.193 -0.349 1.508
O -4.060 7.119 -2.714
C -3.841 5.953 -2.535
O -4.652 5.035 -3.086
C -4.377 3.631 -3.087
C -4.847 2.976 -1.805
C -2.727 5.500 -1.628
H -3.322 3.440 -3.292
H -4.934 3.219 -3.928
H -4.323 3.375 -0.935
H -4.682 1.898 -1.843
H -5.911 3.164 -1.649
H -3.074 5.527 -0.596
H -1.892 6.190 -1.743
H -2.343 4.509 -1.860
```

2S+1: 2
HOMO level (spin up / spin down), eV: -8.2 / -9.1
Orbital gap (spin up / spin down), eV: 8.60 / 9.41
Total charge: 0



Number 1: molar mass 838.0 g/mol. Number 2: molar mass 563.8 g/mol.